## i
4 unconnected molecules or ions with the total composition C3H14NO4, computed with the ωB97M-V functional and the def2-TZVPD basis.

Results
LUMO energy = -0.11027 Ha

Structure (ORCA input):
```
! wB97M-V def2-TZVPD RIJCOSX def2/J DEFGRID3
* xyz 1 1
O -0.91471 0.19865 -3.27250
O -0.19400 -1.76908 1.00568
O -2.22359 -0.41523 0.67115
O 1.09193 -2.10104 -2.23178
N 0.44407 0.82116 0.60435
C 0.53318 0.29528 2.01412
C -0.35251 -1.02506 1.90031
C 0.91743 2.24407 0.47903
H -0.83550 -1.27413 2.81347
H 0.62586 -2.68746 -2.81887
H 1.64934 -2.77305 -2.03081
H 1.47257 -0.11775 2.36601
H -0.59710 -0.70745 -3.31141
H 0.25662 1.11300 2.76918
H 1.07389 2.46756 -0.72569
H 0.21893 2.94042 0.94558
H 1.12620 0.29762 0.03350
H -3.03687 -0.62976 1.26160
H 1.87023 2.46378 1.25399
H -2.25509 -0.99084 -0.05175
H -0.48066 0.88423 0.12731
H -0.39022 0.76509 -3.80249
*
```

Results of the Löwdin charge analysis, in e, for atoms 1 through 5: O -0.04; O 0.08; O -0.04; O -0.01; N -0.02

## ii
5 unconnected molecules or ions with the total composition C3H14NO4, computed with the ωB97M-V functional and the def2-TZVPD basis.

Results
LUMO energy = -0.17959 Ha

Structure (ORCA input):
```
! wB97M-V def2-TZVPD RIJCOSX def2/J DEFGRID3
* xyz 1 1
O 0.80313 -1.90303 0.73014
O -2.63901 1.71410 -3.52432
O -1.98761 0.92573 5.89835
O -1.49444 -3.40179 0.98310
N 1.29482 0.06789 -1.28814
C 0.33023 0.74933 -0.70633
C 2.95816 1.98712 -1.65614
C 2.50727 0.72728 -1.92886
H -1.93696 0.14973 6.58330
H -2.64128 1.36853 6.29222
H 1.38297 -0.96563 -1.29679
H 1.39879 -2.04318 1.41494
H -2.20101 1.90675 -4.32875
H -3.56317 1.81059 -3.54103
H -0.04168 -2.26263 1.27680
H -2.13965 -3.72898 1.65398
H 3.16912 -0.13357 -2.39581
H 2.53554 2.81791 -1.13349
H -0.38442 0.11951 -0.17581
H -1.41706 -4.01669 0.18281
H 3.92338 2.24494 -2.18846
H 0.14286 1.86607 -0.85171
*
```

Results of the Löwdin charge analysis, in e, for atoms 1 through 5: O -0.10; O -0.03; O -0.05; O -0.10; N 0.04

Among the structures shown above, i is the most stable, with the second-best lying 3.5 kcal/mol higher.